Entry 1:
A cluster of 2 separate species, CH2O2S2 in total at a distorted geometry, computed with wB97M-V/def2-TZVPD.

The geometry in XYZ format:
```
7
CH2O2S2 | the OMol25 dataset | wB97M-V/def2-TZVPD
S 1.87865 -0.32113 -1.02722
S -1.00490 0.70099 0.34099
O 0.30472 -0.17288 2.57470
O 0.66391 -0.26562 -2.15058
C -0.01454 0.11277 1.48533
H -2.13460 1.09536 1.04596
H 0.30675 -1.14949 -2.26918
```

Orbital gap (spin up / spin down)   8.7 / 6.5 eV
Molar mass   110.159 g mol⁻¹

---

Entry 2:
An isolated molecule of CH2O2S2 at a distorted geometry, computed with wB97M-V/def2-TZVPD.

The geometry in XYZ format:
```
7
CH2O2S2 | the OMol25 dataset | wB97M-V/def2-TZVPD
S 0.31628 0.01056 -0.64149
S 2.45537 0.62218 0.09601
O 0.36124 -1.37167 -0.99697
O -2.32623 0.62577 0.82063
C -1.47920 -0.19110 0.67929
H 2.11644 1.67843 -0.55404
H -1.44391 -1.37418 0.59658
```

Orbital gap   7.8 eV
Molar mass   110.159 g mol⁻¹

---

Entry 3:
An isolated molecule of CH2O2S3 at a distorted geometry, computed with wB97M-V/def2-TZVPD.

The geometry in XYZ format:
```
8
CH2O2S3 | the OMol25 dataset | wB97M-V/def2-TZVPD
S 0.32595 1.61807 0.25237
S 1.57882 -0.17432 -0.08182
S -1.57023 -0.59578 -0.12430
O 0.88998 -0.94006 -1.04747
O 1.20923 -0.91187 1.33989
C -1.16743 0.92385 -0.40005
H -1.80223 1.58788 -0.93037
H 0.53591 -1.50776 0.99175
```

Orbital gap   8.2 eV
Molar mass   142.226 g mol⁻¹

---

Entry 4:
A cluster of 2 separate species, CH2O3 in total at a distorted geometry, computed with wB97M-V/def2-TZVPD.

The geometry in XYZ format:
```
6
CH2O3 | the OMol25 dataset | wB97M-V/def2-TZVPD
O -1.55680 1.16885 0.22416
O 0.26170 0.06305 0.94028
O 1.09756 -0.88982 0.50466
C -0.57548 0.51339 0.09343
H 0.91680 -0.91478 -0.54681
H -0.14379 0.05931 -1.21572
```

Orbital gap   11.8 eV
Molar mass   62.024 g mol⁻¹

---

Entry 5:
A cluster of 2 separate species, CH2O3P2 in total at a distorted geometry, computed with wB97M-V/def2-TZVPD.

The geometry in XYZ format:
```
8
CH2O3P2 | the OMol25 dataset | wB97M-V/def2-TZVPD
P 5.21340 -0.16456 -0.04734
P 0.96354 -0.82445 -0.68291
O 5.36283 0.81973 -1.21117
O 2.31403 -1.10221 -0.20942
O 5.38867 0.62266 1.19341
C -0.20156 -1.89333 0.01812
H 0.13958 -2.80748 0.76022
H -1.13184 -2.03570 -0.59938
```

Orbital gap   7.6 eV
Molar mass   123.972 g mol⁻¹
Charge   -2

---

Entry 6:
A cluster of 3 separate species, CH2O4S in total at a distorted geometry, computed with wB97M-V/def2-TZVPD.

The geometry in XYZ format:
```
8
CH2O4S | the OMol25 dataset | wB97M-V/def2-TZVPD
S -0.51706 -1.72344 -0.79465
O 0.35506 -0.48412 1.27755
O -0.49954 -0.57777 -1.64229
O 0.62033 1.64803 -0.44949
O -1.72075 -2.18568 -0.17722
C 0.63504 0.64106 1.32900
H 0.95553 1.67138 1.52770
H 0.17140 1.01054 -1.07061
```

Orbital gap (spin up / spin down)   8.9 / 8.9 eV
Molar mass   110.090 g mol⁻¹

---

Entry 7:
An isolated molecule of CH2O4S at a distorted geometry, computed with wB97M-V/def2-TZVPD.

The geometry in XYZ format:
```
8
CH2O4S | the OMol25 dataset | wB97M-V/def2-TZVPD
S -1.45879 -0.30739 -0.89677
O -0.32231 -1.21064 -1.20066
O 1.34981 -0.36706 0.39861
O -0.21566 1.14681 0.01004
O -2.19818 -0.61432 0.29165
C 0.88323 0.82570 0.43490
H 0.58399 -0.87704 -0.23987
H 1.37790 1.40395 1.20210
```

Orbital gap   10.6 eV
Molar mass   110.090 g mol⁻¹

---

Entry 8:
A cluster of 2 separate species, CH2O5P in total at a distorted geometry, computed with wB97M-V/def2-TZVPD.

The geometry in XYZ format:
```
9
CH2O5P | the OMol25 dataset | wB97M-V/def2-TZVPD
P 1.70491 -2.60344 0.92199
O 2.94529 -2.14237 0.29968
O 0.43025 -2.41959 0.14335
O 1.59359 -3.27387 2.18299
O 0.19268 0.55449 1.43560
O -0.78961 0.02367 -0.57447
C -0.60985 0.69417 0.56792
H -0.20851 -0.79746 -0.60598
H -1.39079 1.42258 0.56262
```

Orbital gap   9.1 eV
Molar mass   124.996 g mol⁻¹
Charge   -1